# 1
15
Properties=species:S:1:pos:R:3:forces:R:3 method="wB97M-V/def2-TZVPD" e_above_lowest_kj_mol=141.4 charge=-1 homo_energy_ev=-4.9844 total_energy_ev=-20147.9777
C -1.570 1.763 0.023 -1.0 4.8 -1.1
O -1.307 0.683 0.791 0.1 -1.8 -0.5
P -0.886 -0.719 -0.043 -0.8 1.1 -0.9
O -1.035 -1.789 0.954 0.6 -0.6 0.7
O -1.537 -0.865 -1.389 0.5 0.6 0.9
N 0.752 -0.189 -0.343 -4.0 1.4 -0.1
C 1.570 -1.242 -0.576 5.1 -1.9 -3.7
C 1.705 -0.519 0.664 -0.6 1.2 4.1
H -2.560 2.297 0.402 1.5 -1.2 -0.9
H -1.632 1.636 -1.131 0.0 -0.3 2.0
H -0.802 2.652 0.185 -0.9 -1.7 -0.3
H 2.420 -0.879 -1.366 -1.7 -1.6 1.5
H 1.263 -2.305 -0.651 0.0 0.8 0.2
H 1.208 -0.834 1.657 1.1 -0.1 -1.7
H 2.408 0.310 0.822 0.3 -0.7 -0.2

# 2
43
Properties=species:S:1:pos:R:3:forces:R:3 method="wB97M-V/def2-TZVPD" e_above_lowest_kj_mol=130.0 homo_energy_ev=-8.8396 total_energy_ev=-29124.5958
C -5.466 -0.196 -1.043 0.1 -0.1 0.1
C -4.072 -0.175 -0.481 0.0 0.1 0.0
C -3.522 -1.242 0.093 0.1 -0.1 0.0
C -4.238 -2.560 0.192 0.0 0.2 -0.1
C -2.142 -1.225 0.696 -0.1 0.3 0.0
C -1.620 0.196 0.893 0.1 -0.1 -0.1
C -0.157 0.242 1.301 -0.1 -0.3 0.0
O 0.242 0.755 2.330 0.1 0.2 0.2
N 0.690 -0.361 0.440 0.5 -0.4 -0.6
N 2.064 -0.244 0.628 -0.3 0.2 0.4
C 2.869 -0.488 -0.440 -0.4 -0.1 0.3
O 2.401 -0.930 -1.476 0.0 0.0 -0.2
C 4.312 -0.225 -0.225 0.4 0.0 -0.1
C 5.100 0.007 -1.350 -0.2 0.0 0.0
C 6.452 0.258 -1.216 0.0 0.0 0.0
C 7.032 0.268 0.042 0.0 0.0 0.0
C 6.257 0.020 1.164 0.1 0.0 0.1
C 4.901 -0.224 1.037 -0.1 0.0 -0.1
C -1.850 0.995 -0.405 -0.2 0.3 0.2
C -1.121 2.313 -0.265 0.4 -0.1 -0.5
O -0.004 2.509 -0.666 0.1 0.0 -0.1
O -1.818 3.234 0.403 -0.6 0.3 0.4
C -3.353 1.140 -0.622 0.2 -0.2 0.1
H -5.483 -0.699 -2.010 -0.1 0.0 -0.1
H -5.834 0.817 -1.182 -0.1 0.1 0.0
H -6.148 -0.724 -0.380 -0.1 0.0 0.0
H -4.992 -2.530 0.978 -0.1 -0.1 0.1
H -3.536 -3.357 0.428 0.0 -0.1 0.0
H -4.738 -2.805 -0.742 -0.1 -0.1 0.0
H -2.169 -1.734 1.664 0.1 -0.1 0.0
H -1.464 -1.795 0.052 0.0 -0.1 0.1
H -2.183 0.682 1.696 0.1 0.0 0.0
H 0.475 -0.620 -0.518 0.0 0.1 0.2
H 2.302 0.342 1.419 0.0 0.0 -0.2
H 4.629 -0.014 -2.321 0.0 0.0 -0.1
H 7.056 0.443 -2.092 0.0 0.0 -0.1
H 8.089 0.462 0.150 0.1 0.0 0.0
H 6.712 0.016 2.143 0.0 0.0 0.1
H 4.314 -0.439 1.917 -0.1 0.0 0.1
H -1.403 0.457 -1.246 0.0 0.1 0.0
H -1.283 4.033 0.533 0.1 -0.2 -0.1
H -3.541 1.544 -1.620 0.0 0.1 0.0
H -3.759 1.854 0.101 0.0 0.0 -0.1

# 3
23
Properties=species:S:1:pos:R:3:forces:R:3 method="wB97M-V/def2-TZVPD" multiplicity=2 e_above_lowest_kj_mol=223.0 homo_energy_ev="-9.2083 / -9.1953" total_energy_ev=-10451.7061
N 0.012 -2.499 -2.192 -0.9 -0.5 -0.7
C 0.406 -1.202 -1.692 0.9 0.7 0.1
C -0.097 -0.019 -2.512 -1.0 0.2 0.6
C -0.146 -1.085 -0.260 -2.1 -0.5 0.2
N -0.103 0.299 0.350 2.1 -2.1 -1.1
C -0.207 0.242 1.806 -0.1 -0.4 0.2
C 0.316 1.517 2.446 -1.0 0.0 -0.4
O -0.545 2.571 2.016 0.2 0.4 0.1
H 1.501 -1.115 -1.652 0.0 -0.2 0.0
H 0.681 -3.219 -2.415 0.5 0.4 0.3
H -0.585 -2.423 -3.006 -0.1 0.1 0.1
H 2.336 0.009 0.720 0.2 0.0 0.0
H -0.019 -0.053 -3.597 0.3 -0.4 0.0
H -1.156 0.091 -2.247 -0.1 0.0 -0.4
H 0.335 0.909 -2.142 0.2 0.0 -0.1
H 0.359 -1.845 0.351 0.1 0.2 0.2
H -1.188 -1.416 -0.331 0.0 0.0 0.0
H 0.923 0.203 0.155 0.2 2.1 0.6
H 0.335 -0.626 2.211 0.0 0.0 0.1
H -1.263 0.116 2.055 0.0 0.1 0.1
H 0.193 1.503 3.529 0.3 -0.4 0.1
H 1.371 1.631 2.189 0.0 0.4 0.0
H -0.105 3.231 1.478 0.2 -0.2 -0.1

# 4
25
Properties=species:S:1:pos:R:3:forces:R:3 method="wB97M-V/def2-TZVPD" multiplicity=6 charge=-2 homo_energy_ev="2.9566 / -1.3529" total_energy_ev=-42080.1727
C 0.114 -3.104 -3.096 0.7 -1.2 -1.5
I 3.551 -0.463 -0.598 2.5 0.5 -0.1
H 1.172 -3.020 -3.429 -0.5 0.1 0.4
H -0.492 -2.745 -3.956 0.1 -0.3 0.5
H -0.066 -4.184 -2.887 -0.2 0.6 -0.3
C -1.207 2.172 -2.700 -0.2 0.3 -0.1
C 0.014 0.331 -2.267 0.3 1.4 -0.3
N -1.158 0.983 -2.014 -0.1 -0.5 -0.3
H 0.289 3.052 -4.047 0.1 0.1 -0.1
I 0.063 0.799 1.415 -1.1 3.1 0.8
N 0.691 1.177 -3.095 -0.6 0.1 -0.4
H -2.052 2.837 -2.648 0.0 -0.1 0.1
Ru 1.152 -0.935 -1.249 -1.7 -1.4 0.6
C -0.188 -2.311 -1.895 -0.1 1.6 2.6
O -1.200 -2.447 -1.214 -0.2 -0.9 -1.3
C -0.062 2.282 -3.389 0.2 0.3 -0.2
C 2.007 0.939 -3.653 0.1 -0.1 -0.2
H 2.460 1.914 -3.853 0.1 -0.2 0.0
H 1.936 0.369 -4.589 0.1 0.1 0.2
H 2.622 0.398 -2.916 -0.1 0.3 -0.5
C -2.286 0.573 -1.186 -0.1 0.1 0.0
H -3.202 0.814 -1.742 0.1 -0.2 0.1
H -2.279 1.148 -0.255 0.1 -0.2 -0.1
H -2.237 -0.493 -0.976 0.1 0.1 0.0
S 0.977 -1.434 0.917 0.6 -3.6 0.1

# 5
49
Properties=species:S:1:pos:R:3:forces:R:3 method="wB97M-V/def2-TZVPD" e_above_lowest_kj_mol=1834.1 homo_energy_ev=-8.4579 total_energy_ev=-45671.9227
C 1.266 -2.621 -2.135 -10.0 -2.2 2.4
H 1.574 -3.161 -1.257 -0.2 0.2 0.7
O 0.470 -3.652 -3.026 -0.3 1.6 3.6
C -0.568 -4.252 -2.184 -0.6 -2.1 0.3
C -1.936 -3.366 -1.651 16.1 8.9 -4.2
H -2.627 -3.889 -1.656 -12.0 -8.3 -0.7
H -1.731 -2.402 -2.192 -1.9 -1.3 -1.7
O -1.656 -2.870 -0.459 0.2 -0.2 6.4
C -1.506 -1.517 -0.217 0.8 -11.8 8.4
O -1.481 -0.791 -1.004 -0.5 12.0 -12.9
C -1.132 -1.209 1.093 -0.9 -5.8 2.4
C -1.064 -2.028 2.184 2.3 -5.4 4.0
O -0.983 -1.516 3.560 0.8 2.5 -5.9
C -0.801 -0.168 3.109 -3.1 1.2 0.6
C -0.819 0.935 3.996 3.8 -2.9 4.8
C -0.698 2.238 3.593 -1.5 -0.5 -1.1
C -1.123 2.334 2.304 0.5 4.1 -4.6
C -1.249 1.340 1.377 -1.1 -2.8 -3.0
C -1.170 -0.048 1.673 2.3 9.6 6.8
H -1.449 1.484 0.275 0.0 0.5 1.7
N -1.262 3.734 1.620 2.8 1.8 3.4
H -0.768 4.551 2.272 -1.7 -2.8 -2.3
S -1.086 4.117 -0.055 6.4 5.4 6.2
O -2.215 3.701 -0.554 -11.6 -6.4 -5.9
O -1.055 5.553 -0.213 2.8 -0.2 1.1
C 0.207 3.136 -0.687 2.5 7.5 6.1
C -0.069 2.246 -1.482 2.7 -9.3 -11.6
C 1.150 1.560 -2.294 -0.1 12.3 13.4
C 2.469 1.883 -1.542 -7.3 -5.0 -6.6
C 2.597 2.737 -0.581 -1.5 4.0 2.2
C 1.471 3.487 -0.271 1.1 1.3 3.7
H 1.460 4.276 0.584 0.5 -1.2 -1.8
H 3.576 2.952 -0.286 1.2 0.5 1.2
C 3.490 1.086 -2.067 -2.1 -0.2 -10.9
H 4.026 1.694 -2.884 -0.4 -0.4 1.1
H 3.386 0.105 -2.780 -0.9 2.1 2.1
H 4.146 0.876 -1.476 7.7 -2.5 7.0
H 1.210 0.816 -2.802 -0.2 -8.6 -6.5
H -0.944 2.113 -2.044 -1.7 -0.3 0.3
H -0.511 3.161 4.081 0.2 0.1 1.2
H -0.380 0.660 5.211 -1.8 0.7 -3.8
C -0.730 -3.507 2.412 -12.3 5.2 4.6
H -0.751 -3.861 3.433 0.4 0.5 0.1
H -0.256 -3.983 1.821 6.9 -5.6 -7.7
H -1.969 -3.928 1.964 3.3 0.7 1.4
H -0.930 -5.125 -2.852 0.3 1.4 1.1
H -0.107 -4.781 -1.202 -0.8 1.3 -2.0
H 1.985 -2.407 -2.671 7.2 2.3 -5.2
H 0.541 -1.691 -2.041 1.7 -1.9 0.4

# 6
80
Properties=species:S:1:pos:R:3:forces:R:3 method="wB97M-V/def2-TZVPD" e_above_lowest_kj_mol=0.0 charge=+1 homo_energy_ev=-11.2352 total_energy_ev=-57334.8740
Li 1.990 0.083 1.636 0.3 0.3 0.4
Li -1.898 2.691 1.078 -0.5 -0.2 0.2
Li -0.746 -0.357 2.865 -0.1 -0.8 0.8
Li 0.917 2.437 2.911 0.3 -1.2 0.1
Li 0.739 2.778 -0.594 0.2 -0.6 -0.2
P -0.180 1.119 1.022 2.1 -0.6 0.4
O -0.864 1.577 2.350 -0.8 0.9 -0.5
O -0.893 1.750 -0.185 -0.5 0.4 0.3
O 0.088 -0.372 1.114 -0.5 0.0 -0.4
O 1.246 1.775 1.064 -0.2 1.3 -0.5
O 2.173 -0.248 5.636 0.0 0.1 -0.2
C 1.370 -0.142 4.553 -0.4 -0.2 -0.2
O 0.346 -0.852 4.491 0.1 0.3 -0.2
O 1.753 0.684 3.672 0.1 0.4 -0.4
H 1.761 -0.917 6.194 0.0 -0.1 0.2
C -1.733 3.254 -3.707 0.0 0.1 0.1
C -2.562 2.029 -4.076 -0.3 -0.2 -0.2
C -4.010 2.449 -3.719 0.2 -0.3 -0.1
O -3.930 3.702 -3.036 0.2 -0.1 0.0
C -2.588 3.905 -2.625 -0.2 0.2 -0.1
H -1.675 3.943 -4.551 0.1 0.0 0.0
H -0.724 2.990 -3.389 0.0 0.1 0.1
H -2.267 1.139 -3.516 0.0 0.2 0.2
H -2.454 1.754 -5.126 -0.1 0.1 0.0
H -4.491 1.700 -3.082 0.0 0.1 0.0
H -4.635 2.583 -4.601 0.0 0.1 0.0
H -2.422 3.446 -1.638 0.1 -0.1 0.0
H -2.452 4.985 -2.545 0.1 0.0 0.1
C 1.797 0.153 -3.689 0.1 -0.6 0.2
C 2.432 1.416 -4.270 -0.2 0.3 0.1
C 2.623 2.279 -3.030 0.2 0.1 -0.3
O 1.446 2.024 -2.257 0.1 0.1 0.4
C 1.206 0.596 -2.336 0.0 0.1 -0.4
H 2.543 -0.632 -3.533 0.1 0.2 0.1
H 1.043 -0.314 -4.320 -0.1 0.3 -0.1
H 1.736 1.937 -4.930 0.0 -0.1 -0.1
H 3.356 1.246 -4.816 0.0 -0.1 0.0
H 2.666 3.347 -3.244 0.0 0.0 0.0
H 3.525 1.999 -2.471 -0.1 -0.1 0.0
H 0.131 0.454 -2.275 0.0 0.0 0.1
H 1.696 0.108 -1.492 0.0 0.0 0.0
C 6.207 0.215 1.382 -0.2 0.2 -0.4
C 5.791 1.061 0.147 0.0 -0.2 0.0
C 4.508 1.739 0.606 -0.1 0.1 -0.1
O 3.892 0.772 1.453 0.0 -0.3 0.0
C 4.950 0.247 2.270 0.2 0.1 0.1
H 7.070 0.640 1.889 0.0 0.0 0.1
H 6.469 -0.795 1.075 0.0 0.0 0.1
H 5.563 0.400 -0.693 -0.1 0.0 0.1
H 6.550 1.753 -0.215 0.0 0.1 0.2
H 3.819 1.976 -0.203 -0.1 -0.1 0.0
H 4.690 2.658 1.177 0.1 -0.1 0.0
H 4.636 -0.725 2.644 0.0 0.0 0.0
H 5.098 0.908 3.128 -0.1 0.0 0.0
C -0.702 -5.188 -0.843 -0.1 0.2 0.0
C -0.381 -3.684 -0.742 0.2 -0.5 0.0
C -1.298 -3.235 0.379 0.0 0.1 -0.1
O -2.489 -3.989 0.203 -0.2 0.2 -0.2
C -2.163 -5.262 -0.349 0.3 -0.2 0.1
H -0.047 -5.776 -0.199 0.0 0.1 0.1
H -0.582 -5.577 -1.853 -0.1 0.0 0.0
H -0.651 -3.179 -1.671 0.0 0.1 0.0
H 0.677 -3.507 -0.545 0.0 0.1 0.0
H -1.533 -2.176 0.302 -0.1 0.0 0.2
H -0.896 -3.440 1.379 0.2 0.1 -0.1
H -2.859 -5.477 -1.159 -0.1 0.0 0.0
H -2.270 -6.022 0.429 -0.1 -0.1 -0.1
C -4.895 -0.919 2.899 -0.2 0.1 -0.1
C -4.534 -2.061 3.850 0.0 0.3 -0.1
C -3.240 -2.529 3.234 0.5 -0.4 0.0
O -2.548 -1.321 2.863 0.0 0.4 -0.1
C -3.524 -0.302 2.586 -0.5 -0.3 0.0
H -5.603 -0.189 3.295 0.2 0.0 0.2
H -5.363 -1.299 1.987 0.2 -0.1 0.0
H -5.276 -2.854 3.901 -0.1 0.0 0.0
H -4.351 -1.662 4.849 0.0 -0.1 0.1
H -3.393 -3.139 2.339 -0.1 0.1 0.0
H -2.595 -3.093 3.909 0.0 0.1 0.1
H -3.477 -0.016 1.530 0.2 0.1 0.1
H -3.305 0.547 3.235 0.0 0.1 -0.1